# C27H37BrF4PRhSb2Se4Si3

A molecular structure, C27H37BrF4PRhSb2Se4Si3 at a distorted geometry (ωB97M-V/def2-TZVPD, the Open Molecules 2025 dataset).

The geometry in ORCA input format:
```
! RIJCOSX wB97M-V def2-TZVPD def2/J DEFGRID3
* xyz 0 5
Rh 0.17576 0.25614 -0.06022
F 5.48136 -4.17101 0.22369
C 4.83698 -3.01320 0.15717
C 5.39508 -1.94716 -0.51192
F 6.59312 -2.08096 -1.07030
C 4.71736 -0.73999 -0.58956
F 5.35560 0.25598 -1.20892
C 3.46154 -0.56261 -0.02994
P 2.39257 0.93862 -0.16332
C 3.03119 1.86629 -1.57974
C 2.97250 1.23299 -2.82397
C 3.41207 1.88675 -3.96067
C 3.88372 3.19320 -3.86657
C 3.89650 3.83952 -2.64217
C 3.46930 3.17992 -1.49418
C 2.96931 1.85179 1.31327
C 2.08377 2.20815 2.32411
C 2.53285 2.89759 3.44413
C 3.87281 3.22623 3.56375
C 4.76998 2.86461 2.56494
C 4.32291 2.17931 1.44837
C 2.93537 -1.65671 0.65697
Br 1.27020 -1.51141 1.55171
C 3.60363 -2.85921 0.76081
F 3.08026 -3.88904 1.42560
H 2.57359 0.22595 -2.89371
H 3.37318 1.38887 -4.92125
H 4.22611 3.70816 -4.75582
H 4.23302 4.86686 -2.57081
H 3.45585 3.70210 -0.54793
H 1.03668 1.96720 2.23388
H 1.82727 3.18840 4.21061
H 4.21968 3.77497 4.43007
H 5.81832 3.12332 2.65497
H 5.02479 1.90710 0.66762
Se -0.83630 4.91959 2.81318
Sb -0.89460 5.17053 0.36001
Se -0.36720 2.34669 -2.21667
Se -0.72845 2.42258 -0.00765
Se 1.46255 5.77711 0.49201
C -4.30311 1.65167 -1.55048
Si -3.90052 -0.14190 -1.83844
C -5.44914 -1.17052 -1.65827
C -3.10679 -0.41782 -3.49993
Sb -2.13178 -0.90598 -0.12811
Si -1.87408 -3.44942 -0.35391
C -1.46816 -4.23906 1.28927
C -0.48635 -3.65930 -1.58378
C -3.46684 -4.18922 -1.00298
Si -3.12493 -0.45553 2.20250
C -4.70826 -1.43604 2.36947
C -1.83580 -1.02030 3.42888
C -3.41297 1.37496 2.37323
H -4.99232 2.01015 -2.32264
H -3.39958 2.26201 -1.59134
H -4.77702 1.79836 -0.57678
H -6.22120 -0.80247 -2.34299
H -5.84403 -1.11692 -0.64024
H -5.25878 -2.21927 -1.89402
H -3.78347 -0.13755 -4.31310
H -2.83253 -1.46843 -3.62836
H -2.19924 0.18420 -3.58241
H -0.55990 -3.82890 1.73546
H -1.31674 -5.31479 1.14736
H -2.29181 -4.10535 1.99707
H 0.40604 -3.12701 -1.24289
H -0.77201 -3.24173 -2.55258
H -0.22520 -4.71337 -1.72345
H -4.31915 -3.86111 -0.40170
H -3.42462 -5.28396 -0.96119
H -3.64745 -3.89760 -2.04125
H -4.55962 -2.47110 2.04810
H -5.49804 -0.99818 1.75218
H -5.05922 -1.44808 3.40806
H -1.57575 -2.07324 3.28815
H -2.18920 -0.89004 4.45673
H -0.92655 -0.42245 3.31195
H -3.83832 1.80421 1.46430
H -2.47171 1.89563 2.57385
H -4.09412 1.59024 3.20279
*
```

The LUMO energy (spin up / spin down) comes out at -0.22 / -1.81 eV. The HOMO energy (spin up / spin down) is -6.506 / -7.285 eV. Its strongest force on any atom is 1.4 eV/A. The gap between HOMO and LUMO (spin up / spin down) is 6.3 / 5.5 eV. For the total energy, the calculation gives -15431.21427 Eh. The energy above the lowest of the compared OMol25 structures with the same formula, charge and spin is 0.422 eV.


# C27H37CaN4O6P3S3

A molecular structure, C27H37CaN4O6P3S3 at a distorted geometry (ωB97M-V/def2-TZVPD, the Open Molecules 2025 dataset).

The geometry in ORCA input format:
```
! RIJCOSX wB97M-V def2-TZVPD def2/J DEFGRID3
* xyz -2 1
Ca -0.53989 -0.15019 -1.41938
C -1.23438 -2.65499 -2.93656
N 0.02054 -2.60611 -2.25534
C 0.06904 -3.55432 -1.15642
C 0.97635 -3.05845 -0.06631
N 0.38902 -1.86892 0.63051
C 1.46393 -0.99508 1.17994
C -0.53190 -2.36126 1.66569
C 0.04300 -2.72653 2.95131
C -0.76809 -3.07921 4.02650
C -2.16631 -3.24306 3.75196
C -2.69199 -2.90246 2.53857
C -1.91762 -2.36563 1.50937
S -2.74635 -1.92141 0.04782
C 1.22131 -2.73362 -3.14968
C 1.23400 -3.80219 -4.01719
C 2.34052 -4.12875 -4.81952
C 3.45912 -3.33684 -4.73209
C 3.48777 -2.27831 -3.81471
C 2.34821 -1.87427 -3.11943
S 2.40868 -0.34283 -2.24909
H -1.42776 -3.55809 -3.42916
H -1.42309 -1.81001 -3.61015
H -2.00100 -2.53177 -2.16087
H 0.45438 -4.51832 -1.52209
H -0.93880 -3.72714 -0.74735
H 1.95500 -2.72320 -0.45767
H 1.21113 -3.86548 0.62933
H 2.20015 -1.47524 1.82654
H 1.00893 -0.26454 1.69489
H 2.01815 -0.64775 0.30137
H 1.12758 -2.67555 3.04217
H -0.48267 -3.39220 5.02295
H -2.85780 -3.64069 4.40859
H -3.77244 -3.02368 2.37202
H 0.47270 -4.51742 -3.97254
H 2.21714 -4.94556 -5.52749
H 4.36071 -3.59804 -5.25469
H 4.35341 -1.66576 -3.67930
N -4.50861 0.71616 0.17590
C -3.59678 1.93955 -0.07986
C -4.50747 3.15699 0.37005
P -2.19959 1.91749 1.13006
O -2.83637 0.91785 2.34723
O -1.98955 3.29889 1.60103
O -1.02499 1.17222 0.55786
P -3.53437 1.79280 -1.99654
O -2.67475 2.98754 -2.55141
O -5.00353 1.93676 -2.28439
O -2.81281 0.53472 -2.25235
H -4.75019 0.62339 1.18707
H -3.95115 -0.12730 -0.04572
H -5.26876 0.80077 -0.51640
H -4.92986 2.96617 1.36377
H -5.20318 3.42830 -0.39820
H -3.90379 4.00972 0.48574
H -2.47863 0.04969 2.33028
H -1.67560 2.75946 -2.47250
C 3.67614 4.49691 0.04233
P 2.32198 3.14394 0.14382
C 0.89681 4.25531 0.00464
C 2.39567 2.65392 1.93428
C 3.61778 2.16235 2.32249
C 3.86723 1.63696 3.57392
C 2.82045 1.44395 4.41751
C 1.55242 1.89820 4.05982
C 1.30856 2.53784 2.86488
H 4.58328 4.09251 0.56012
H 3.38476 5.39289 0.59187
H 3.84732 4.72908 -0.97633
H 0.84376 5.08821 0.69694
H -0.04126 3.73117 0.06058
H 1.06213 4.64329 -0.99390
H 4.44535 2.20797 1.59750
H 4.84893 1.26202 3.78964
H 2.92875 1.02561 5.39837
H 0.71060 1.94375 4.70194
H 0.28081 2.91324 2.63364
S 1.67625 3.49098 -4.18674
C 0.61727 2.78556 -3.17923
N -0.13570 2.14807 -2.51225
*
```

The LUMO energy comes out at 4.28 eV. The HOMO energy is -2.059 eV. Its strongest force on any atom is 3.8 eV/A. The gap between HOMO and LUMO is 6.3 eV. For the total energy, the calculation gives -4618.21562 Eh. The energy above the lowest of the compared OMol25 structures with the same formula, charge and spin is 0.474 eV.


# C27H37CuNS4Sb

A molecular structure, C27H37CuNS4Sb at a distorted geometry (ωB97M-V/def2-TZVPD, the Open Molecules 2025 dataset).

The geometry in ORCA input format:
```
! RIJCOSX wB97M-V def2-TZVPD def2/J DEFGRID3
* xyz -1 2
Cu -2.52772 1.23324 0.27956
C -2.34957 -0.41864 4.27037
C -2.16072 -1.77645 4.03209
C -2.14701 -2.23077 2.72737
C -2.38496 -1.35805 1.65949
C -2.49612 0.02649 1.87930
C -2.49412 0.45405 3.21843
C -2.39197 -1.88404 0.26164
C -2.38558 -3.30376 0.05113
C -2.30839 -3.78823 -1.19551
C -2.24176 -2.89708 -2.29615
C -2.10492 -3.35684 -3.61353
C -1.97096 -2.47546 -4.63680
C -1.96541 -1.08926 -4.35473
C -2.10218 -0.61291 -3.08083
C -2.25627 -1.52182 -2.00805
N -2.37610 -1.02831 -0.71589
H -2.40032 -0.07793 5.29961
H -2.07072 -2.45902 4.85647
H -1.94294 -3.29636 2.60845
H -2.59006 1.49026 3.46371
H -2.46178 -3.95045 0.90910
H -2.28212 -4.85926 -1.38486
H -2.07829 -4.42710 -3.81002
H -1.86267 -2.82008 -5.65902
H -1.81210 -0.38759 -5.16917
H -2.07834 0.44009 -2.87050
S -2.47574 2.41559 -1.70772
S -2.53678 4.41535 -1.27525
S -4.05503 4.39223 0.16543
S -3.22471 3.14204 1.53762
C 1.24198 0.98590 -2.85548
C 1.78225 1.68957 -1.59657
C 3.31482 1.65363 -1.59647
C 1.25042 3.13959 -1.58820
Sb 0.76076 0.71972 0.06607
C 1.83435 -1.18217 0.29445
C 1.44555 -1.81897 1.67214
C 1.23424 -2.10146 -0.79350
C 3.36502 -1.16713 0.19611
C 1.43756 1.91161 1.73648
C 1.15376 1.07831 3.01567
C 2.90701 2.35318 1.72442
C 0.49689 3.11203 1.69877
H 1.65986 1.47240 -3.76555
H 0.15375 1.05923 -2.93287
H 1.50234 -0.08400 -2.92111
H 3.68008 2.38149 -2.31779
H 3.71073 0.67785 -1.87710
H 3.73935 1.90559 -0.64822
H 1.40177 3.62735 -2.58010
H 1.78138 3.74477 -0.85734
H 0.17544 3.18053 -1.36763
H 0.40026 -1.67395 1.98143
H 2.04002 -1.46505 2.49817
H 1.64687 -2.91344 1.60263
H 0.16327 -2.25319 -0.65145
H 1.69252 -3.10054 -0.75381
H 1.39454 -1.73084 -1.81100
H 3.83300 -0.40734 0.82643
H 3.73596 -1.01057 -0.81914
H 3.74902 -2.14824 0.52337
H 1.88525 0.29642 3.21123
H 0.17228 0.60416 2.98225
H 1.15638 1.72726 3.89253
H 3.61027 1.49466 1.72891
H 3.12758 2.92531 2.63069
H 3.17494 3.01639 0.88305
H -0.54613 2.82415 1.82262
H 0.51068 3.68515 0.77165
H 0.75936 3.80077 2.53248
*
```

The LUMO energy (spin up / spin down) comes out at 2.37 / 2.38 eV. The HOMO energy (spin up / spin down) is -3.888 / -3.853 eV. Its strongest force on any atom is 1.1 eV/A. The gap between HOMO and LUMO (spin up / spin down) is 6.3 / 6.2 eV. For the total energy, the calculation gives -4579.34744 Eh. The energy above the lowest of the compared OMol25 structures with the same formula, charge and spin is 0.000 eV.